# 1
Molecular formula: C7H6ClNO2
Method: DFT, wB97M-V/def2-TZVPD

```
! RIJCOSX wB97M-V def2-TZVPD def2/J DEFGRID3
* xyz 0 1
N 1.67284 -2.23526 0.24664
C 1.68070 -0.92615 -0.11627
O 2.72383 -0.25286 -0.37222
C 0.39969 -0.09395 -0.29985
C -0.85612 -0.82269 -0.37243
C -2.11008 -0.18362 0.01271
Cl -3.68919 -0.66524 -0.19539
C -1.97827 1.19104 0.11269
C -0.84381 1.92412 -0.00676
C 0.43710 1.26325 -0.23962
O 1.49698 2.10824 -0.03434
H 2.53876 -2.65116 0.09616
H 1.03911 -2.88314 0.78338
H -0.86661 -1.97010 -0.45578
H -2.98768 1.55868 0.74097
H -0.94762 3.06827 0.10509
H 2.29035 1.57057 -0.00497
*
```

As for the SMILES: NC(=O)c1cc(Cl)ccc1O. Its energy relative to the best compared isomer or geometry (same formula, charge and spin) is 2.074 eV. The calculation puts the orbital gap at 9.00 eV. The largest force on an atom comes out at 0.1134 hartree/bohr.


# 2
Molecular formula: C3H2N2O3
Method: DFT, wB97M-V/def2-TZVPD

```
! RIJCOSX wB97M-V def2-TZVPD def2/J DEFGRID3
* xyz 0 1
N -2.61480 -0.37634 -0.01480
C -1.40640 -0.43012 -0.07604
C -0.02604 -0.21168 -0.22065
N 0.45364 0.45492 -1.20732
O -0.39739 0.67772 -2.26415
C 0.75866 -0.25722 1.14996
O 0.34466 0.01624 2.36581
O 2.09260 -0.19329 0.73401
H 0.39789 1.04424 -2.92798
H 2.45401 -0.20548 -0.32222
*
```

As for the SMILES: N#C/C(=N\O)C(=O)O. Its energy relative to the best compared isomer or geometry (same formula, charge and spin) is 5.760 eV. The calculation puts the orbital gap at 9.97 eV. The largest force on an atom comes out at 0.1621 hartree/bohr.


# 3
Molecular formula: C6H10Cl3NO2S2Tc
Method: DFT, wB97M-V/def2-TZVPD

```
! RIJCOSX wB97M-V def2-TZVPD def2/J DEFGRID3
* xyz 2 2
Tc -0.57877 0.65882 -0.46357
Cl 1.10236 -3.33692 -3.47545
C -0.60322 -2.88310 -3.15939
Cl -1.28692 -1.99280 -4.58467
Cl -1.62700 -4.27707 -2.74643
C -0.59502 -1.89012 -2.13826
N -0.55097 -1.00130 -1.38802
C 2.52841 0.65447 -1.42022
O 1.23650 1.27697 -1.44969
H 3.18979 1.18610 -0.73233
H 2.96542 0.65251 -2.41927
H 2.39341 -0.37138 -1.08258
H 1.33402 2.14687 -1.86507
C 0.41526 0.44351 1.39913
H 1.47825 0.22180 1.32586
H -0.01334 -0.26084 2.10722
H 0.28373 1.45599 1.80871
C -4.54369 -0.94089 3.60591
O -4.02124 -0.12668 2.55298
C -3.09072 -0.54077 1.78034
S -2.30139 -1.99916 1.76347
S -2.66085 0.58912 0.50221
H -3.96647 -0.77379 4.51961
H -4.50843 -1.99867 3.33113
H -5.57047 -0.61044 3.76289
*
```

Its energy relative to the best compared isomer or geometry (same formula, charge and spin) is 2.458 eV. The calculation puts the orbital gap (alpha / beta) at 5.16 / 5.20 eV. The largest force on an atom comes out at 0.0640 hartree/bohr.


# 4
Molecular formula: CH4O3
Method: DFT, wB97M-V/def2-TZVPD

```
! RIJCOSX wB97M-V def2-TZVPD def2/J DEFGRID3
* xyz 0 1
O -0.95077 1.10991 -1.69469
C -0.07413 1.02809 -0.89030
O 0.00000 0.00000 0.00000
H 0.82581 1.64687 -0.70351
H 0.86802 0.13923 0.46817
O -3.29515 -2.72750 0.72355
H -3.48769 -3.38314 1.43160
H -2.31280 -2.68674 0.68372
*
```

As for the SMILES: O=CO.O. Its energy relative to the best compared isomer or geometry (same formula, charge and spin) is 0.673 eV. The calculation puts the orbital gap at 11.52 eV. The largest force on an atom comes out at 0.0287 hartree/bohr.


# 5
Molecular formula: C30H81N5O13
Method: DFT, wB97M-V/def2-TZVPD

```
! RIJCOSX wB97M-V def2-TZVPD def2/J DEFGRID3
* xyz -1 2
C 4.12915 -7.91143 3.38063
O 3.51904 -8.08834 2.08681
C 2.12077 -7.96138 2.15371
C 1.42248 -7.81240 0.78848
N 1.41645 -6.45604 0.30338
C 0.31484 -6.25578 -0.66430
C 0.43142 -4.93352 -1.47667
O -0.10472 -3.89330 -0.65727
C -0.13687 -2.55715 -1.27557
H 5.20572 -8.07249 3.32445
H 3.75034 -8.65521 4.08164
H 4.02345 -6.98646 3.94749
H 1.88873 -7.24457 2.94138
H 1.68143 -8.91440 2.44841
H 0.40478 -8.17749 0.92666
H 1.83697 -8.48394 0.03658
H 2.29943 -6.33769 -0.17248
H -0.64841 -6.17740 -0.16022
H 0.24324 -7.06671 -1.38911
H -0.07019 -4.99165 -2.44264
H 1.49833 -4.84621 -1.68207
H -0.51081 -1.85985 -0.52588
H -0.86768 -2.41049 -2.07088
H 0.83303 -2.33143 -1.71881
C -4.24422 -1.20899 -6.23436
O -4.15643 -1.43200 -4.78751
C -3.06261 -0.78429 -4.17760
C -3.28046 -0.42471 -2.75386
N -3.90491 -1.48473 -1.92951
C -4.44762 -1.02102 -0.68156
C -3.50537 -0.09771 0.16783
O -3.87341 1.27283 -0.09756
C -3.25675 2.28718 0.71934
H -4.19262 -0.14781 -6.47795
H -5.13641 -1.61706 -6.70931
H -3.31402 -1.64809 -6.59493
H -2.74092 0.15808 -4.62091
H -2.22071 -1.47504 -4.22431
H -3.93281 0.44349 -2.66022
H -2.28879 -0.05535 -2.49260
H -4.69404 -1.71818 -2.51506
H -4.60694 -1.94340 -0.12305
H -5.43623 -0.57976 -0.80819
H -2.44333 -0.29431 0.31447
H -3.83580 -0.15353 1.20504
H -3.61378 2.18817 1.74444
H -3.52022 3.28525 0.36926
H -2.17647 2.15796 0.65306
C -4.58529 4.21605 -6.17793
O -3.71826 4.48826 -5.02647
C -3.11640 3.33452 -4.38329
C -2.06448 3.76505 -3.25761
N -0.84920 4.45012 -3.74380
C 0.15312 3.55587 -4.30631
C 1.24390 4.51236 -4.92571
O 0.92060 4.65552 -6.31694
C 1.69587 5.68405 -7.02690
H -5.20869 3.36748 -5.89618
H -3.98454 4.06430 -7.07469
H -5.25761 5.04269 -6.40766
H -2.57057 2.62869 -5.00937
H -3.80120 2.60423 -3.95223
H -1.80872 2.87635 -2.68062
H -2.60800 4.39825 -2.55636
H -1.08200 4.71045 -4.69150
H -0.24405 2.89535 -5.07707
H 0.65693 2.96750 -3.53944
H 2.20310 4.00308 -4.83257
H 1.35049 5.41833 -4.32910
H 1.21611 5.96709 -7.96382
H 2.71899 5.37155 -7.23583
H 1.69863 6.57780 -6.40296
C 0.37677 -1.66915 9.32695
O -0.50250 -1.27881 8.27898
C 0.17428 -0.61942 7.23200
C -0.77627 -0.39455 6.13577
N -0.16810 0.58441 5.19240
C -1.10601 0.99492 4.06512
C -0.56465 0.21555 2.83082
O 0.78694 0.34266 2.49537
C 1.09272 -0.05291 1.17428
H -0.27283 -2.21622 10.01021
H 1.09058 -1.02467 9.84000
H 1.11316 -2.37351 8.94001
H 0.98776 -1.27218 6.91538
H 0.71181 0.25073 7.60880
H -1.78846 -0.15055 6.45828
H -0.85315 -1.29038 5.51959
H 0.67655 0.32104 4.70526
H -1.10193 2.06885 3.87864
H -2.11750 0.62791 4.23908
H -1.12155 0.61342 1.98249
H -0.84470 -0.83607 2.89236
H 0.89164 -1.11342 1.02268
H 2.15750 0.17034 1.10719
H 0.56061 0.43940 0.36029
C 4.51127 -0.04140 6.48447
O 4.54162 1.22802 5.72481
C 3.37388 1.54149 5.07961
C 3.68149 2.61758 4.00918
N 2.46849 2.94908 3.26384
C 2.98782 3.92394 2.23281
C 1.89767 4.26913 1.24962
O 1.49796 3.14110 0.53643
C 0.76184 3.42130 -0.59214
H 5.37300 -0.22590 7.12595
H 4.58953 -0.79921 5.70493
H 3.58996 -0.24885 7.02875
H 2.67763 1.95222 5.81081
H 2.77778 0.70739 4.70940
H 4.37764 2.17411 3.29727
H 4.19045 3.42518 4.53534
H 1.98416 2.16499 2.85065
H 3.79777 3.46411 1.66654
H 3.37179 4.76537 2.80957
H 2.32220 5.03017 0.59487
H 1.10974 4.81798 1.76539
H 1.09637 4.22343 -1.25000
H -0.14904 3.92205 -0.26405
H 0.47940 2.50903 -1.11759
O 0.64867 -0.28649 -5.66890
H 1.26915 -0.86707 -6.10954
H 0.20480 0.17487 -6.38049
O 0.29281 0.34947 -2.81370
H 1.12070 0.07425 -2.41989
H 0.38314 0.12923 -3.74083
O 2.88630 -0.43725 -1.85374
H 3.72035 0.02066 -1.74917
H 3.00618 -1.26399 -1.38644
*
```

Its energy relative to the best compared isomer or geometry (same formula, charge and spin) is 2.088 eV. The calculation puts the orbital gap (alpha / beta) at 1.76 / 8.58 eV. The largest force on an atom comes out at 0.0658 hartree/bohr.


# 6
Molecular formula: C3H4O2
Method: DFT, wB97M-V/def2-TZVPD

```
! RIJCOSX wB97M-V def2-TZVPD def2/J DEFGRID3
* xyz 0 1
C -0.38488 1.82691 -0.30989
C 0.61421 1.10834 -0.72014
C 0.58112 -1.16089 0.27729
O -0.96787 0.85807 -1.18934
O -0.62893 -1.22450 0.24907
H -0.93758 2.60460 0.16651
H 1.12798 -0.77318 1.14888
H 1.20996 -1.54997 -0.53132
H -1.26014 0.03761 -0.69772
*
```

Its energy relative to the best compared isomer or geometry (same formula, charge and spin) is 5.841 eV. The calculation puts the orbital gap at 10.45 eV. The largest force on an atom comes out at 0.0356 hartree/bohr.